1.
C6H19NO4 | ωB97M-V/def2-TZVPD

Geometry as XYZ:
```
30
Properties=species:S:1:pos:R:3:mulliken_spin:R:1
O 2.425 1.023 1.250 0.021
C 1.864 0.330 2.029 0.033
C 0.332 0.129 2.031 0.024
N 0.148 -1.029 1.145 0.776
C 0.602 -0.916 -0.190 0.008
C 0.051 -2.030 -1.114 0.016
C -1.443 -2.132 -1.180 0.001
C 0.824 -2.062 -2.485 0.002
H 2.398 -0.287 2.767 0.000
H -0.147 -0.076 2.986 0.001
H -0.271 0.941 1.657 0.028
H -0.665 -1.620 1.331 -0.026
H 1.683 -1.022 -0.331 0.053
H 0.397 0.055 -0.666 0.057
H 0.373 -2.949 -0.616 -0.004
H -1.781 -2.908 -1.874 0.000
H -1.945 -2.578 -0.311 0.000
H -2.078 -1.277 -1.428 0.000
H 1.699 -1.414 -2.440 0.000
H 0.167 -1.655 -3.248 0.001
H 1.122 -3.099 -2.568 0.000
H 1.497 2.615 -0.786 0.001
H 0.601 1.900 0.139 0.003
O 0.750 2.790 -0.196 0.007
H -1.915 1.101 0.349 -0.004
H -3.207 0.451 0.517 0.000
O -2.557 0.918 1.053 0.000
H -0.773 2.456 -1.274 0.002
H -2.006 2.935 -0.747 0.000
O -1.723 2.271 -1.398 0.002
```

Results
- ⟨S²⟩ = 0.755
- HOMO (alpha / beta) (eV) = -14.607 / -14.605
- E_LUMO (alpha / beta) (Ha) = -0.144 / -0.302
- calculated total energy (eV) = -16200.4502
- spin multiplicity = 2
- total charge = +1
- M (g/mol) = 169.22


2.
C6H20AgO6 | ωB97M-V/def2-TZVPD

Geometry as XYZ:
```
33
Properties=species:S:1:pos:R:3:mulliken_spin:R:1
Ag -0.107 -0.038 -0.081 0.200
O 0.368 -1.729 -1.608 0.633
C -0.082 -1.260 -2.880 -0.036
C -0.373 0.320 -3.068 0.003
O -0.696 1.197 -1.962 0.109
H -0.957 -1.823 -3.205 0.005
H 0.669 -1.561 -3.611 0.043
H -1.237 0.383 -3.729 0.007
H 0.393 0.826 -3.656 0.005
C 1.756 -2.148 1.604 0.000
O 0.433 -1.653 1.526 0.012
H 2.308 -1.638 0.815 -0.001
H 2.400 -1.986 2.468 0.000
H 1.757 -3.228 1.456 0.000
H 0.062 -1.727 2.408 0.000
C -3.291 -0.640 1.085 -0.001
O -2.324 -0.773 0.085 0.002
H -2.929 -0.130 1.978 0.000
H -4.209 -0.183 0.716 0.000
H -3.619 -1.622 1.426 0.000
H -2.788 -0.753 -0.755 0.001
C 3.015 0.989 -0.408 -0.003
O 2.020 1.011 0.620 0.004
H 3.583 1.917 -0.472 0.000
H 3.787 0.257 -0.168 0.001
H 2.541 0.702 -1.347 0.000
H 2.540 0.846 1.410 -0.001
C -0.906 2.700 1.357 -0.002
O -0.696 1.308 1.622 0.015
H -0.854 3.356 2.225 0.000
H -0.203 3.075 0.612 0.000
H -1.933 2.736 0.994 0.000
H -0.426 1.272 2.542 0.002
```

Results
- ⟨S²⟩ = 0.763
- HOMO (alpha / beta) (eV) = -6.923 / -6.687
- E_LUMO (alpha / beta) (Ha) = 0.000 / -0.031
- calculated total energy (eV) = -22823.7913
- spin multiplicity = 2
- total charge = 0
- M (g/mol) = 296.09


3.
C6H20ClO6STi | ωB97M-V/def2-TZVPD

Geometry as XYZ:
```
35
Properties=species:S:1:pos:R:3:mulliken_spin:R:1
Ti 0.825 1.445 0.500 2.798
Cl 1.482 2.591 2.737 0.024
O -0.850 -0.134 0.239 -0.004
S -1.394 -1.353 -0.274 0.066
O -1.091 -1.787 -1.584 -0.003
O -0.964 -2.504 0.687 -0.007
C -0.762 -2.138 2.093 0.004
C -0.544 -3.411 2.854 0.004
C -3.132 -1.300 -0.090 -0.005
H -1.631 -1.590 2.457 -0.002
H 0.106 -1.485 2.152 0.008
H -1.466 -3.978 2.982 0.000
H -0.127 -3.182 3.835 0.000
H 0.175 -4.047 2.338 -0.001
H -3.386 -0.963 0.911 0.001
H -3.523 -2.297 -0.270 0.001
H -3.491 -0.614 -0.855 0.001
C 1.824 1.749 -2.796 0.051
O 1.826 2.184 -1.437 0.015
H 1.604 2.578 -3.472 -0.007
H 2.786 1.302 -3.058 -0.012
H 1.047 0.994 -2.888 0.017
H 2.228 3.056 -1.384 0.003
C -0.933 3.862 -1.225 0.040
O -1.099 2.741 -0.352 -0.011
H -0.491 3.560 -2.175 0.001
H -1.888 4.358 -1.415 0.001
H -0.289 4.575 -0.716 -0.012
H -1.924 2.303 -0.569 0.010
C 2.495 -1.207 -0.226 0.033
O 2.038 -0.571 0.984 -0.080
H 1.691 -1.130 -0.952 0.043
H 3.369 -0.692 -0.631 0.002
H 2.750 -2.253 -0.040 -0.002
H 2.738 -0.659 1.641 0.024
```

Results
- ⟨S²⟩ = 3.752
- HOMO (alpha / beta) (eV) = -3.658 / -7.975
- E_LUMO (alpha / beta) (Ha) = 0.004 / 0.001
- calculated total energy (eV) = -65301.6591
- spin multiplicity = 4
- total charge = 0
- M (g/mol) = 303.61


4.
C6H20IN6O4 | ωB97M-V/def2-TZVPD

Geometry as XYZ:
```
37
Properties=species:S:1:pos:R:3:mulliken_charge:R:1
I -3.336 18.956 20.461 -0.996
C 1.685 22.646 16.983 -1.222
C 1.935 23.637 18.128 0.510
C 1.601 25.135 17.762 -1.276
O 1.186 23.394 19.221 -0.564
H 2.182 21.725 17.288 0.349
H 2.117 23.071 16.077 0.335
H 0.602 22.599 16.868 0.377
H 2.941 23.609 18.546 0.164
H 1.624 25.715 18.685 0.357
H 0.618 25.393 17.369 0.308
H 2.376 25.546 17.115 0.340
H 0.771 22.532 19.293 0.321
C -5.365 24.195 15.822 0.682
O -5.352 24.976 14.886 -0.694
N -5.369 24.471 17.042 -0.388
N -5.228 22.915 15.680 -0.412
H -5.427 25.467 17.201 0.228
H -5.547 23.753 17.730 0.202
H -5.266 22.574 14.730 0.205
H -5.127 22.311 16.483 0.174
C -1.981 25.878 24.396 0.610
O -2.350 26.809 25.020 -0.638
N -2.807 25.029 23.922 -0.378
N -0.760 25.497 24.172 -0.358
H -3.794 25.245 23.909 0.227
H -2.416 24.435 23.204 0.176
H -0.523 24.791 23.490 0.161
H 0.019 25.986 24.590 0.201
C -8.551 15.259 16.329 0.634
O -8.601 14.453 15.452 -0.632
N -7.950 15.134 17.461 -0.404
N -9.251 16.364 16.395 -0.393
H -7.660 15.900 18.052 0.193
H -7.451 14.271 17.627 0.205
H -9.970 16.405 15.688 0.211
H -9.094 17.016 17.151 0.185
```

Results
- HOMO (eV) = -3.937
- E_LUMO (Ha) = 0.083
- calculated total energy (eV) = -31780.6204
- total charge = -1
- M (g/mol) = 367.17